ORCA calculation (ωB97M-V with the def2-TZVPD basis set) on 2 unconnected molecules or ions with the total composition C9H12N2O4.

Geometry as XYZ:
```
27
Properties=species:S:1:pos:R:3:forces:R:3:nbo_charge:R:1
C -3.155020 1.376042 1.621017 2.25 -0.64 0.40 -0.245
C -2.027304 2.148021 1.359640 -0.48 2.64 -1.19 -0.181
C -2.840091 0.077406 1.907894 -0.13 -3.58 -0.17 -0.184
C -0.729055 1.666600 1.192462 -0.01 0.94 0.96 -0.265
C -1.563137 -0.500508 1.699940 -0.34 -1.04 0.80 -0.230
C -0.480194 0.335856 1.455223 -1.44 -2.36 -1.67 0.144
C 2.030685 0.940125 -1.870516 0.18 -3.70 2.47 -0.645
C 0.960387 -0.142446 -1.920433 0.41 0.66 -1.49 -0.047
C 1.145647 -1.327372 0.451694 0.76 2.93 1.84 0.921
N 0.773051 -0.235007 1.188937 0.25 1.07 0.83 -0.640
N 1.166665 -1.354187 -2.309363 -1.18 2.72 0.80 0.373
O 0.057341 -2.081316 -2.567452 -1.33 -1.85 1.07 -0.551
O 2.228438 -1.894926 -2.366446 3.65 -2.33 -0.71 -0.529
O 0.360053 -2.100229 0.097848 -3.60 -4.35 -1.71 -0.668
O 2.422181 -1.362281 0.261530 1.79 2.47 2.55 -0.694
H -4.161626 1.683999 1.585820 -0.79 0.75 0.22 0.226
H -2.217313 3.238943 1.155518 0.43 -1.15 0.17 0.212
H -3.585583 -0.698769 2.207098 0.21 1.03 -0.41 0.212
H 0.114899 2.335035 0.957293 -0.61 -0.21 0.03 0.215
H -1.389854 -1.653092 1.713218 -0.50 2.43 0.29 0.248
H 2.941095 0.806818 -2.426722 0.00 -0.32 -0.47 0.244
H 1.514783 1.771088 -2.063603 -1.57 3.63 -1.26 0.217
H 2.294772 1.039661 -0.807733 0.36 -0.01 -0.16 0.215
H -0.087054 0.025509 -1.849473 -0.51 0.80 0.17 0.218
H 1.414742 0.463405 1.421147 2.01 0.47 -0.02 0.393
H -0.018141 -2.652147 -1.729761 0.09 0.82 -1.26 0.508
H 2.829634 -1.906229 -0.364778 0.09 -1.83 -2.06 0.531
```
Positions in Å, forces in eV/Å.

Multiplicity: 1
LUMO (hartree): 0.0262
Frontier orbital gap (eV): 9.5658
Energy (eV): -20693.8685
Structure (SMILES): C/C=[N+](\[O-])O.O=C(O)Nc1ccccc1
Energy above the lowest of the compared OMol25 structures with the same formula, charge and spin (kcal/mol): 130.3

---

ORCA calculation (ωB97M-V with the def2-TZVPD basis set) on 7 unconnected molecules or ions with the total composition C32H48O19.

Geometry as XYZ:
```
99
Properties=species:S:1:pos:R:3:forces:R:3:mulliken_charge:R:1
C 0.077574 -0.476058 -1.221609 1.91 0.06 0.32 -0.475
C 1.373123 -0.697267 -0.919933 -1.32 -0.51 -0.19 -0.485
C 1.703329 -1.737111 0.087023 1.43 -1.49 0.36 -0.027
O 2.860828 -2.085040 0.331115 -1.17 0.99 -0.30 -0.663
C 0.611493 -2.576297 0.674088 -1.15 -0.02 -0.17 -0.806
C -0.671984 -2.409338 0.318367 1.59 1.61 0.10 -0.524
C -0.963002 -1.188138 -0.510628 -0.89 -1.71 0.40 0.538
O -2.122021 -0.891616 -0.661562 -1.18 0.69 -0.20 -0.743
H -0.267944 0.165671 -2.013877 0.10 0.23 -0.16 0.782
H 2.181227 -0.345135 -1.530488 0.37 0.48 0.12 0.930
H 0.864422 -3.371270 1.365197 0.48 0.14 -0.03 0.503
H -1.513100 -2.939764 0.731193 -0.10 -0.21 -0.13 0.758
C 2.618257 3.158649 -0.654369 0.18 -0.60 0.89 0.326
C 2.203142 3.632475 0.516047 -0.12 0.59 -0.18 0.004
C 0.835680 4.187984 0.647972 0.93 -0.84 -0.58 -0.034
O 0.523399 4.656652 1.701344 -0.77 1.01 1.76 -0.613
C -0.132568 4.047531 -0.435226 -1.45 -0.57 0.76 -0.272
C 0.185951 3.359867 -1.518790 0.92 0.68 0.31 -0.420
C 1.619721 3.050831 -1.749571 0.80 -0.19 -0.55 -0.005
O 2.009157 2.727040 -2.853999 -0.19 -0.31 -0.37 -0.635
H 3.626582 2.715673 -0.765007 -0.73 0.46 -0.30 0.474
H 2.756355 3.760776 1.442325 0.33 -0.27 -0.41 -0.016
H -1.167056 4.281914 -0.114929 0.70 0.16 -0.67 0.364
H -0.506489 3.158834 -2.295051 -0.47 -0.31 -0.62 0.729
C 4.982480 -0.631422 2.876671 1.08 1.22 -1.01 -1.552
C 4.771070 0.770091 2.318430 -1.88 -1.07 -1.19 0.418
O 4.681766 1.742167 3.353142 0.64 -0.63 0.22 -0.335
C 4.933102 2.946518 2.945296 0.72 2.91 0.48 0.955
O 5.332419 3.393639 1.894193 -0.28 -1.22 -0.37 -0.618
O 4.719185 3.775257 3.984020 -0.07 0.66 1.03 -0.387
C 4.976489 5.173320 3.743269 -0.23 0.33 -1.89 -0.665
H 4.849770 -1.328104 2.065292 0.03 -0.31 -0.29 0.390
H 4.343829 -0.895595 3.652253 -1.42 -0.31 1.36 0.378
H 5.997247 -0.695473 3.261013 0.18 -0.15 -0.03 0.386
H 3.775943 0.918706 1.799850 1.11 -0.77 0.15 -0.178
H 5.574049 0.954251 1.610996 0.07 0.54 0.11 0.420
H 5.947343 5.347641 3.222479 -0.54 -0.32 0.77 0.284
H 4.842226 5.802221 4.619732 0.28 -0.73 0.44 0.285
H 4.222203 5.546261 3.027300 0.20 -0.22 0.15 0.253
C -2.550201 -0.885003 3.235277 -1.00 -0.32 0.70 -0.926
C -1.637955 0.148411 3.847243 1.00 -0.41 -0.61 -0.240
O -0.541520 0.206769 2.838039 0.05 0.54 0.81 0.011
C 0.462810 1.069362 3.005576 2.23 0.38 -2.89 0.260
O 1.357858 1.195480 2.106859 -2.74 -0.40 3.14 -0.069
O 0.381770 1.749695 4.132167 0.55 0.77 0.23 -0.520
C 1.540102 2.657331 4.473380 0.31 -2.82 -2.88 -0.344
H -3.033149 -0.536150 2.316942 0.16 0.06 0.18 0.207
H -3.338507 -1.141746 3.972553 0.26 0.16 -0.44 0.452
H -2.030722 -1.818688 3.003986 0.15 0.23 0.11 0.114
H -1.233129 -0.155229 4.839603 -0.15 0.18 -0.79 0.283
H -2.081266 1.142927 3.933909 0.01 -0.17 -0.04 0.313
H 1.736454 3.295457 3.597834 -0.27 -0.02 0.54 0.014
H 2.378989 1.911205 4.529105 -0.49 1.29 0.64 0.228
H 1.213361 3.169075 5.326943 -0.05 0.54 1.19 0.329
C -1.493667 -3.929725 -3.476778 -2.31 2.22 -0.99 -1.157
C -0.051541 -3.692389 -3.290094 0.74 -0.80 0.08 0.207
O 0.207139 -2.364435 -3.761241 1.51 -0.35 0.52 -0.272
C 1.554712 -2.051404 -3.671319 -2.86 -1.12 -0.03 0.808
O 2.359217 -2.759120 -3.146783 0.79 0.20 0.02 -0.573
O 1.645853 -0.897228 -4.257077 0.62 0.77 -0.24 -0.334
C 2.952208 -0.347376 -4.390482 0.58 -1.08 0.88 -0.608
H -1.784945 -4.801520 -2.944900 -0.55 -0.76 0.47 0.359
H -1.830456 -4.009522 -4.533799 0.54 -0.22 0.51 0.386
H -2.095006 -2.999677 -3.127510 0.94 -1.58 -0.04 0.097
H 0.546862 -4.421325 -3.944019 -0.53 0.89 1.41 0.408
H 0.131505 -3.796938 -2.167574 0.49 0.17 -1.54 -0.067
H 3.219383 -0.411170 -5.410863 0.26 0.32 -1.13 0.305
H 3.706066 -0.910158 -3.823464 -0.41 -0.03 0.00 0.375
H 2.895617 0.629017 -4.002686 0.07 1.38 0.11 0.136
C -0.980057 -7.446419 1.049882 1.50 -0.62 -0.42 -1.361
C -0.935317 -6.177161 0.199167 1.02 -1.16 -0.18 0.109
O -2.018172 -5.389250 0.515309 -1.22 2.55 1.41 -0.261
C -3.072339 -5.360366 -0.262027 0.25 -3.29 -2.15 0.834
O -3.267426 -6.297629 -1.064036 -0.50 2.61 1.25 -0.640
O -3.777345 -4.272184 -0.030698 -0.87 -0.25 -1.12 -0.207
C -4.974551 -4.132417 -0.871387 -0.18 2.39 1.77 -0.810
H -0.902863 -7.226025 2.110793 -0.42 0.32 0.15 0.316
H 0.000152 -7.981007 0.874557 -1.22 0.05 -0.16 0.380
H -1.874561 -8.082690 0.853895 0.84 0.50 -0.03 0.308
H -0.964311 -6.397309 -0.877583 0.20 -0.11 0.33 0.276
H -0.078210 -5.517069 0.428163 -0.06 -0.70 -0.12 0.165
H -5.412329 -5.031141 -1.131422 -0.20 -2.19 -0.68 0.433
H -4.801603 -3.511299 -1.778266 0.13 -0.31 0.94 0.245
H -5.718595 -3.702556 -0.145560 0.79 0.23 -1.03 0.263
C -4.162152 1.616725 -3.748295 0.34 1.43 0.55 -1.283
C -3.585236 1.890434 -2.352659 1.65 -1.40 0.48 0.241
O -2.905718 3.167238 -2.194537 -0.26 0.41 -0.95 -0.208
C -3.724573 4.163241 -1.829924 -0.21 -0.86 1.61 0.708
O -4.875201 3.987258 -1.468513 0.77 0.83 -0.87 -0.600
O -3.018872 5.298970 -1.693216 -0.82 -0.30 -1.05 -0.280
C -3.875148 6.405666 -1.316428 0.00 -1.03 0.49 -0.725
H -5.039076 2.243159 -3.853157 -0.45 0.04 -0.05 0.356
H -4.480569 0.576274 -3.818124 0.37 0.07 -0.27 0.365
H -3.482129 1.997816 -4.537975 -0.12 -0.89 0.38 0.315
H -2.811502 1.117344 -2.037099 -0.85 1.00 -0.61 -0.140
H -4.318686 1.903994 -1.574273 -0.72 -0.41 0.15 0.436
H -3.208044 7.231702 -1.210029 0.22 0.61 0.01 0.236
H -4.291253 6.090093 -0.364751 -0.31 0.55 0.16 0.332
H -4.687349 6.582338 -2.026180 0.32 -0.07 -0.03 0.288
```
Positions in Å, forces in eV/Å.

Multiplicity: 1
LUMO (hartree): -0.0413
Frontier orbital gap (eV): 8.7873
Energy (eV): -72861.6433
Structure (SMILES): O=C1C=CC(=O)C=C1.O=C1C=CC(=O)C=C1.CCOC(=O)OC.CCOC(=O)OC.CCOC(=O)OC.CCOC(=O)OC.CCOC(=O)OC
Energy above the lowest of the compared OMol25 structures with the same formula, charge and spin (kcal/mol): 87.1